One molecule with the formula C4H7NO2. Source: the Open Molecules 2025 dataset; level of theory: ωB97M-V/def2-TZVPD.

Values from the calculation:
- Relative energy (zero: lowest compared OMol25 entry of this formula, charge and spin): 28.98 kcal/mol
- HOMO level: -9.9 eV
- Charge: 0
- E_tot: -361.8347 a.u.
- SMILES: C[C@@]1(C(N)=O)CO1
- Orbital gap: 10.844 eV

```
14
Properties=species:S:1:pos:R:3:forces:R:3:lowdin_charge:R:1
O 1.44036 1.00013 1.33466 -0.06 -0.27 -0.32 0.06
O -0.52929 -0.23256 -1.38463 -0.21 0.28 0.04 -0.03
N 1.98071 0.15919 -0.71419 0.05 0.05 0.04 0.18
C 1.12152 0.44838 0.29648 0.04 0.01 0.13 -0.47
C -0.58723 -1.33258 -0.49749 -0.01 -0.32 0.16 -0.09
C -1.36540 0.70124 0.86493 -0.04 0.04 -0.04 0.01
C -0.31368 0.01418 0.01959 -0.02 0.06 0.22 -0.38
H -2.06473 -0.03233 1.27737 0.06 0.17 -0.12 0.08
H 2.92115 0.51635 -0.65347 -0.12 -0.05 0.02 0.12
H -0.86455 1.19983 1.69909 -0.09 -0.04 -0.17 0.08
H -1.60059 -1.71080 -0.37156 0.19 -0.09 0.16 0.12
H -1.93029 1.43975 0.29245 0.11 -0.04 -0.01 0.09
H 1.59403 -0.08844 -1.61245 0.08 0.07 0.10 0.10
H 0.19800 -2.08234 -0.55079 0.03 0.13 -0.21 0.12
```
Positions in Å, forces in eV/Å.